DFT (ωB97M-V/def2-TZVPD) results for a cluster of 10 separate species, C35H75N5O17S3 in total.

Values from the calculation:
**SMILES**: O=S1(=O)CCCC1.O=S1(=O)CCCC1.O=S1(=O)CCCC1.CCOC(=O)OC.CCOC(=O)OC.CNC(C)=O.CNC(C)=O.CNC(C)=O.CNC(C)=O.CNC(C)=O
**Largest force on an atom**: 2.670 eV/Å
**Frontier orbital gap**: 8.73 eV
**Energy**: -4126.06306 Eh

Last column: Mulliken charge in e.
Cartesian coordinates (Å):
O -1.5937 -0.7432 -2.7228  -0.77
S -0.6209 -0.3197 -1.7424  1.11
O 0.8180 -0.2522 -2.0049  -0.44
C -0.9732 1.2997 -0.9772  -0.96
C -1.6586 1.0010 0.3507  -0.05
C -0.9601 -0.2406 0.9063  -0.06
C -0.9620 -1.2918 -0.1993  -0.22
H -1.5674 1.8332 -1.7182  0.76
H 0.0335 1.7083 -0.9312  0.03
H -1.6871 1.7590 1.1289  0.72
H -2.6778 0.7032 0.0840  -0.17
H -1.4849 -0.7024 1.7478  -0.14
H 0.0278 -0.0106 1.3180  0.05
H -2.0234 -1.5148 -0.3257  -0.28
H -0.3651 -2.1939 -0.2471  0.37
O 0.8295 -2.1126 -7.8531  -0.67
S 1.2643 -1.2215 -6.8100  1.02
O 0.7927 0.1410 -6.7535  -0.57
C 1.1152 -1.9701 -5.1643  0.32
C 2.3072 -2.9401 -5.1745  -0.51
C 3.5436 -2.1450 -5.6280  -0.65
C 3.0948 -1.1903 -6.7456  -0.46
H 0.1574 -2.4580 -5.0019  0.36
H 1.2654 -1.1737 -4.4347  -0.56
H 2.4035 -3.4051 -4.1937  0.13
H 2.1083 -3.7156 -5.9192  0.35
H 4.3146 -2.8537 -5.9206  0.39
H 3.8511 -1.5390 -4.7760  0.25
H 3.5280 -1.2163 -7.7412  0.49
H 3.2579 -0.1724 -6.3847  0.03
O 1.1001 6.5694 -0.2999  -0.74
S 1.4738 5.2959 0.3025  0.98
O 0.9254 4.0325 -0.1516  -0.33
C 3.3044 5.1014 0.4321  -0.47
C 3.6761 4.9391 1.9143  -0.86
C 2.3832 4.6714 2.7346  -0.02
C 1.2858 5.4216 2.0933  -0.95
H 3.6778 6.0503 0.0473  0.50
H 3.6131 4.3339 -0.2764  0.06
H 4.4778 4.2240 2.0686  0.32
H 3.9787 5.9388 2.2349  0.38
H 2.4806 4.7832 3.8131  0.49
H 2.1910 3.5905 2.6592  -0.16
H 1.4383 6.5003 2.2168  0.36
H 0.2418 5.2326 2.3343  0.44
C -1.5572 1.0850 4.7560  -0.36
C -0.2054 1.7108 4.3850  -0.10
O -0.2406 3.1164 4.5168  -0.14
C -0.0889 3.6901 5.6927  0.65
O -0.0696 3.1563 6.7651  -0.59
O 0.0852 4.9966 5.4788  -0.27
C 0.0625 5.8939 6.5791  -0.79
H -1.8253 1.3109 5.7882  0.70
H -1.5023 -0.0026 4.6816  -0.23
H -2.3494 1.4511 4.1047  -0.49
H -0.0169 1.4297 3.3481  -0.06
H 0.5961 1.2434 4.9608  0.43
H 0.7444 6.7051 6.3346  0.23
H 0.3747 5.3946 7.4948  0.39
H -0.9366 6.3104 6.7113  0.27
C 1.6864 -3.1652 2.9695  -1.10
C 0.4427 -3.7799 2.3311  0.31
O -0.6950 -3.0624 2.8025  0.09
C -1.4090 -3.4438 3.8410  0.45
O -1.5358 -4.5752 4.2419  -0.64
O -2.0656 -2.3797 4.2928  -0.05
C -2.9846 -2.5574 5.3623  -0.99
H 2.5386 -3.8408 2.8490  0.41
H 1.5667 -2.9992 4.0372  0.32
H 1.9576 -2.2452 2.4508  0.13
H 0.3617 -4.8418 2.5688  0.48
H 0.4477 -3.6936 1.2474  -0.44
H -3.9894 -2.3310 4.9910  0.25
H -2.8293 -1.7997 6.1293  0.25
H -2.9802 -3.5708 5.7484  0.52
C 3.2580 1.6036 -3.7394  -0.45
N 2.7681 2.3201 -4.9265  -0.03
C 1.5495 2.8625 -5.1450  0.31
C 0.3720 2.5469 -4.2631  -0.41
O 1.3769 3.6658 -6.0500  -0.71
H 2.8280 1.9230 -2.7914  -0.09
H 4.3338 1.7277 -3.6582  0.44
H 2.9424 0.5652 -3.8815  0.06
H 3.4970 2.4278 -5.6072  0.24
H 0.3171 3.1693 -3.3607  0.25
H 0.3259 1.5273 -3.8815  -0.11
H -0.5296 2.8468 -4.7889  0.47
C 7.0578 0.5033 0.0844  -0.90
N 5.6203 0.4036 0.2771  -0.16
C 4.7922 1.3755 -0.1611  0.58
C 3.3224 1.2111 0.1268  0.53
O 5.2480 2.3512 -0.7475  -0.64
H 7.5986 -0.2202 0.6849  0.36
H 7.3686 1.5105 0.3666  0.26
H 7.2873 0.4004 -0.9773  0.25
H 5.2783 -0.3854 0.7937  0.24
H 3.1731 0.4550 0.9058  0.29
H 2.6538 0.9794 -0.6987  -0.42
H 2.9655 2.1172 0.6222  -0.43
C -5.3619 1.0786 0.4743  -0.98
N -5.0667 0.1342 1.5310  0.22
C -4.5459 0.4072 2.7301  0.53
C -4.3708 1.8749 3.1349  -1.15
O -4.2160 -0.4821 3.5174  -0.58
H -4.6445 1.8805 0.3086  0.40
H -6.3583 1.5109 0.5997  0.35
H -5.4027 0.5503 -0.4800  0.10
H -5.2714 -0.8346 1.3213  0.18
H -3.6742 1.9439 3.9609  0.59
H -5.3489 2.2619 3.4184  0.42
H -3.9944 2.4100 2.2630  0.33
C -4.0379 -4.1838 1.3290  -0.87
N -4.1471 -3.7114 -0.0352  0.24
C -5.1271 -2.8795 -0.4284  0.78
C -5.2211 -2.5124 -1.8869  -0.37
O -6.0312 -2.5429 0.3323  -0.74
H -3.3030 -4.9825 1.3463  0.34
H -4.9790 -4.5421 1.7480  0.39
H -3.7974 -3.3907 2.0470  0.13
H -3.2676 -3.6531 -0.5308  0.03
H -5.1585 -1.4290 -1.9907  0.11
H -6.1391 -2.8927 -2.3277  0.37
H -4.4236 -2.9116 -2.5197  -0.19
C -2.2119 -4.6938 -4.1656  -0.77
N -1.0018 -5.0351 -3.4391  -0.17
C -0.6941 -4.8283 -2.1474  0.58
C 0.6299 -5.3720 -1.6961  -1.07
O -1.4577 -4.2203 -1.4033  -0.41
H -1.9831 -4.4612 -5.2060  0.37
H -2.6741 -3.8186 -3.7207  0.03
H -2.8685 -5.5626 -4.2201  0.32
H -0.2730 -5.4321 -4.0123  0.25
H 0.7312 -6.4412 -1.8850  0.44
H 0.8581 -5.1671 -0.6542  0.11
H 1.4587 -4.9124 -2.2462  0.18



DFT (ωB97M-V/def2-TZVPD) results for a cluster of 4 separate species, C35H78INO15P4S in total.

Values from the calculation:
**SMILES**: C#CCCC[C@@](CCCCCCCCCCCCCCC)(N[C@H](I)CC)[C@H](O[C@H](O)S)[PH2]=O.COP(=O)(OC)OC.COP(=O)(OC)OC.COP(=O)(OC)OC
**Largest force on an atom**: 9.018 eV/Å
**Frontier orbital gap**: 6.28 eV
**Energy**: -4624.63764 Eh

Last column: Mulliken charge in e.
Cartesian coordinates (Å):
C 5.2879 4.6462 -2.6014  -0.03
C 4.2968 3.9711 -2.4491  -0.93
C 3.1492 2.9988 -2.1656  0.05
C 1.8206 3.7431 -1.6863  -0.62
C 0.8096 2.6167 -1.2451  -0.02
C -0.1373 2.9760 -0.0174  0.98
C -0.5270 1.5919 0.6641  -0.81
C -1.3511 0.6412 -0.2731  -0.71
C -1.0988 -0.9010 0.0218  -0.80
C -0.0127 -1.5096 -0.9915  0.07
C 0.9996 -2.3706 -0.1284  -0.92
C 2.3608 -1.5863 0.1867  0.31
C 3.4564 -2.1203 -0.8290  0.78
C 4.5412 -3.0699 -0.2041  -1.10
C 4.2382 -4.6062 -0.3680  -0.86
C 3.7606 -5.0347 -1.8085  -0.38
C 4.6002 -4.4360 -3.0070  -0.90
C 3.5779 -4.0026 -4.1513  0.26
C 3.9751 -2.6524 -4.8855  -1.01
C 3.0075 -1.4546 -4.5742  0.61
C 1.7044 -1.4483 -5.4772  -0.92
N 0.4058 3.9515 0.9331  -0.02
C 1.6019 3.5075 1.6305  -0.91
I 1.2029 2.6468 3.5950  0.11
C 2.5317 4.7850 1.8875  -0.32
C 4.0667 4.4212 1.9682  -1.04
C -1.4317 3.6535 -0.6406  -0.93
O -1.0697 4.8429 -1.4233  -0.34
C -2.1882 5.3705 -2.1424  -0.01
O -1.8452 5.3798 -3.5310  -0.58
S -2.4692 7.1209 -1.6349  -0.22
P -2.5284 4.2961 0.7737  0.33
O -3.0723 3.2055 1.6585  -0.36
H 6.2930 5.0233 -2.8582  0.42
H 2.9349 2.4500 -3.1152  0.29
H 3.4502 2.2708 -1.3613  0.19
H 1.3608 4.3380 -2.5152  0.36
H 2.1464 4.4314 -0.8710  0.07
H 0.2314 2.2833 -2.1520  0.63
H 1.4161 1.7165 -0.9317  -0.94
H -1.0828 1.7259 1.6226  0.13
H 0.4368 1.0698 0.9114  0.49
H -2.4600 0.8189 -0.1551  0.20
H -1.1459 0.7799 -1.3690  0.28
H -2.0527 -1.4505 -0.2178  0.22
H -0.8061 -1.0484 1.0893  0.45
H 0.4969 -0.6561 -1.5152  -0.11
H -0.4795 -2.2157 -1.7260  0.43
H 1.2095 -3.3278 -0.6829  0.15
H 0.5775 -2.6708 0.8669  0.53
H 2.7022 -1.7629 1.2364  0.54
H 2.2203 -0.4828 0.0031  -0.68
H 4.0098 -1.2089 -1.2073  0.26
H 2.9184 -2.5406 -1.7118  -0.94
H 4.5871 -2.8580 0.8977  0.44
H 5.5591 -2.8691 -0.6291  0.35
H 3.4201 -4.8947 0.3539  0.33
H 5.1537 -5.1821 -0.0549  0.36
H 3.8890 -6.1564 -1.8596  0.54
H 2.6582 -4.8567 -1.8820  0.00
H 5.2182 -3.5424 -2.7442  0.31
H 5.3104 -5.2303 -3.3722  0.46
H 3.5859 -4.8072 -4.9342  0.32
H 2.5234 -3.9059 -3.7896  -0.13
H 5.0268 -2.3567 -4.6425  0.37
H 3.9128 -2.8422 -5.9917  0.28
H 2.6663 -1.3994 -3.5081  -0.64
H 3.5319 -0.4749 -4.7777  0.35
H 0.9273 -0.8441 -4.9276  0.22
H 1.9349 -0.9098 -6.4303  0.36
H 1.3052 -2.4834 -5.6491  0.10
H 0.5110 4.8775 0.5204  0.61
H 2.2406 2.7797 1.0706  0.07
H 2.4233 5.5467 1.0643  0.33
H 2.1807 5.2140 2.8666  0.60
H 4.5399 5.1254 2.7101  0.33
H 4.2826 3.3665 2.2587  0.27
H 4.5199 4.7073 0.9774  0.22
H -1.9793 2.9785 -1.3445  0.86
H -3.1096 4.7510 -2.0058  0.40
H -1.6049 4.4535 -3.7241  0.32
H -1.2106 7.5972 -1.3580  0.15
H -1.7443 5.2685 1.4704  0.03
H -3.6603 4.9559 0.1855  0.05
C -2.3174 -5.2723 -4.0772  -0.66
O -1.1404 -6.0319 -3.8576  -0.50
P 0.0872 -6.0642 -5.0351  1.00
O 0.4077 -4.5989 -4.8245  -0.39
O -1.0584 -6.2291 -6.2186  -0.39
C -1.7643 -7.4645 -6.3336  -0.92
O 1.3253 -6.1994 -6.1957  -0.25
C 1.2305 -7.0871 -7.3023  -0.65
H -2.5678 -4.7641 -3.1451  0.27
H -2.1969 -4.5315 -4.8668  0.33
H -3.1401 -5.9478 -4.3263  0.26
H -2.8345 -7.2661 -6.2993  0.28
H -1.4950 -8.1631 -5.5375  0.44
H -1.5299 -7.9271 -7.2946  0.31
H 0.5739 -6.6623 -8.0617  0.27
H 0.8812 -8.0726 -6.9947  0.31
H 2.2243 -7.1922 -7.7389  0.26
C -5.4121 -1.3883 1.0561  -0.53
O -4.7076 -1.9195 2.1640  -0.43
P -5.3671 -1.8043 3.7238  1.20
O -6.5128 -2.7435 3.4635  -0.63
O -5.8207 -0.2390 3.4592  -0.47
C -4.8077 0.7569 3.3042  -0.86
O -5.7028 -1.6653 5.3810  -0.40
C -5.4344 -0.4708 6.1101  -0.51
H -5.3318 -2.0998 0.2329  0.27
H -6.4649 -1.2124 1.2741  0.36
H -4.9378 -0.4530 0.7441  0.10
H -4.9677 1.2873 2.3675  0.31
H -3.8055 0.3204 3.3126  0.46
H -4.8790 1.4755 4.1230  0.35
H -6.2039 0.2716 5.8979  0.27
H -4.4438 -0.0778 5.8848  0.26
H -5.4790 -0.7055 7.1737  0.29
C -2.1363 3.0112 5.6153  -0.54
O -1.4225 2.4348 6.6984  -0.31
P -2.0359 2.5523 8.2718  1.02
O -3.2239 1.6625 8.0278  -0.55
O -2.4347 4.1408 8.0423  -0.40
C -1.3919 5.1008 7.8761  -0.92
O -2.3293 2.6789 9.9384  -0.36
C -2.0001 3.8489 10.6761  -0.57
H -2.1069 2.3111 4.7795  0.09
H -3.1752 3.2258 5.8642  0.45
H -1.6340 3.9302 5.3027  0.23
H -1.5594 5.6499 6.9507  0.29
H -0.4056 4.6305 7.8502  0.44
H -1.4164 5.8092 8.7068  0.31
H -2.7448 4.6233 10.4923  0.23
H -1.0001 4.2067 10.4323  0.31
H -2.0301 3.5999 11.7374  0.27



Which value of largest force on an atom does entry 1 give? 2.670 eV/Å